1.
59
Properties=species:S:1:pos:R:3:lowdin_spin:R:1 method="wB97M-V/def2-TZVPD" multiplicity=3 homo_lumo_gap_ev="7.580 / 7.679" s_squared=2.003 total_energy_ev=-64350.1305 lumo_ev="0.53 / 0.53"
C -1.393 0.280 2.103 0.0021
C -0.725 1.368 1.469 -0.0033
C -1.386 1.640 0.236 -0.0007
H 0.083 1.951 1.902 0.0000
C -2.471 0.722 0.101 -0.0048
C -2.476 -0.132 1.254 -0.0013
H -3.196 -0.920 1.471 0.0006
H -1.157 -0.128 3.083 0.0007
H -1.159 2.461 -0.436 0.0001
H -3.191 0.698 -0.714 0.0000
Pr -0.414 -0.953 -0.064 2.0266
Cl -0.912 -1.774 -2.458 -0.0075
P 2.062 1.268 -1.279 -0.0018
C 1.315 2.480 -2.366 -0.0001
C 1.815 3.791 -2.419 -0.0001
H 2.628 4.089 -1.753 0.0000
C 1.279 4.696 -3.333 0.0000
H 1.688 5.706 -3.389 0.0000
C 0.231 4.302 -4.176 -0.0001
H -0.177 5.010 -4.898 0.0000
C -0.301 3.006 -4.092 0.0000
H -1.129 2.710 -4.741 0.0000
C 0.230 2.092 -3.190 0.0000
H -0.170 1.075 -3.117 0.0001
C 3.014 2.068 0.008 -0.0001
C 2.428 3.094 0.782 -0.0001
H 1.421 3.446 0.549 0.0000
C 3.145 3.659 1.834 0.0000
H 2.695 4.462 2.424 0.0000
C 4.440 3.204 2.125 -0.0002
H 5.006 3.660 2.939 0.0000
C 5.008 2.160 1.382 0.0000
H 6.013 1.800 1.612 0.0000
C 4.292 1.575 0.341 -0.0001
H 4.717 0.751 -0.235 0.0000
C 3.119 0.193 -2.251 -0.0001
C 3.794 0.739 -3.356 -0.0001
H 3.630 1.783 -3.626 0.0000
C 4.673 -0.059 -4.088 0.0000
H 5.221 0.378 -4.927 0.0000
C 4.848 -1.405 -3.746 0.0000
H 5.541 -2.026 -4.319 0.0000
C 4.134 -1.966 -2.673 0.0000
H 4.263 -3.021 -2.420 0.0000
C 3.268 -1.173 -1.923 0.0005
H 2.713 -1.606 -1.084 0.0005
C -0.852 -3.665 0.890 -0.0011
C 0.016 -3.019 1.974 0.0006
C 0.568 -4.116 2.892 0.0001
C 1.147 -2.169 1.431 -0.0110
H -0.251 -4.295 0.219 0.0001
H -1.473 -2.994 0.250 -0.0003
H -1.596 -4.312 1.361 -0.0001
H -0.638 -2.369 2.586 0.0006
H 1.261 -4.761 2.349 0.0000
H 1.115 -3.681 3.740 0.0000
H -0.231 -4.737 3.297 -0.0001
H 1.579 -1.503 2.192 0.0010
H 1.910 -2.771 0.938 -0.0005



2.
187
Properties=species:S:1:pos:R:3:mulliken_charge:R:1 method="wB97M-V/def2-TZVPD" charge=+1 homo_lumo_gap_ev=10.443 total_energy_ev=-194369.0688 lumo_ev=-1.32
C 25.466 16.468 14.454 -1.5302
C 24.630 16.307 15.713 0.7894
C 24.500 17.569 16.475 -1.3101
O 23.584 17.313 17.519 -0.1053
C 23.521 18.336 18.440 -0.8851
N 23.142 15.900 15.405 1.3267
H 23.165 15.292 14.626 0.3215
H 22.809 15.498 16.326 -0.2956
H 22.507 16.703 15.137 0.0228
H 26.387 17.027 14.571 0.4170
H 24.772 17.068 13.875 0.4196
H 25.621 15.496 13.959 0.3044
H 25.045 15.519 16.407 0.1486
H 24.176 18.444 15.826 0.4075
H 25.383 17.795 17.009 0.7345
H 22.752 18.108 19.135 0.2292
H 23.312 19.309 17.895 0.3387
H 24.562 18.385 18.864 0.3312
C 19.627 14.833 15.117 -0.0455
C 19.222 13.478 15.726 1.2988
C 17.772 13.605 16.245 -1.7308
O 17.698 14.855 16.947 -0.5114
C 17.464 14.695 18.414 -0.7079
N 19.346 12.459 14.666 2.6918
H 20.125 12.671 13.985 -0.3530
H 19.608 11.501 15.021 -0.3465
H 18.518 12.453 14.031 0.2993
H 18.888 14.966 14.334 0.3878
H 20.584 14.818 14.539 -0.1416
H 19.514 15.673 15.805 -0.3581
H 19.847 13.193 16.607 -0.5728
H 17.400 12.755 16.855 0.5755
H 17.106 13.717 15.409 0.1847
H 17.528 15.644 18.936 0.1191
H 18.203 14.011 18.840 0.2448
H 16.481 14.317 18.506 0.2699
C 21.015 15.565 9.707 -1.5688
C 19.836 16.361 10.239 0.8120
C 18.812 16.750 9.202 -1.0644
O 17.784 17.504 9.838 -0.3331
C 18.148 18.778 10.302 -0.5449
N 19.132 15.493 11.266 0.8960
H 18.226 15.845 11.390 0.3829
H 19.111 14.514 11.031 0.1222
H 19.665 15.492 12.144 0.0202
H 21.772 15.558 10.422 0.3218
H 21.328 15.978 8.700 0.4797
H 20.652 14.526 9.519 0.2697
H 20.146 17.241 10.795 0.1577
H 18.439 15.886 8.604 0.2918
H 19.331 17.373 8.477 0.4757
H 18.567 19.410 9.517 0.3292
H 18.785 18.817 11.211 0.1156
H 17.233 19.365 10.583 0.2385
C 12.487 7.384 19.995 -1.3684
C 11.832 8.768 19.714 0.2329
C 11.622 9.721 20.858 -0.5849
O 10.908 10.819 20.310 -0.3199
C 11.063 12.066 21.110 -0.7793
N 12.568 9.557 18.720 0.3194
H 13.390 10.080 19.056 0.3138
H 12.860 8.977 17.913 0.1294
H 11.945 10.258 18.389 0.2953
H 13.420 7.537 20.611 0.3092
H 12.682 6.871 19.051 0.3330
H 11.800 6.763 20.528 0.4330
H 10.921 8.481 19.185 0.3446
H 12.624 10.011 21.273 0.3078
H 10.980 9.211 21.608 0.4087
H 10.467 12.845 20.567 0.1881
H 12.082 12.321 21.059 0.3561
H 10.609 11.960 22.074 0.3713
C 16.503 7.696 11.705 -1.2923
C 18.013 7.657 12.167 0.1390
C 19.049 8.457 11.333 -0.0489
O 20.337 7.970 11.601 -0.4047
C 21.373 8.935 11.422 -0.5280
N 18.106 8.018 13.649 0.3471
H 18.921 7.746 14.186 0.6682
H 18.076 9.064 13.756 -0.3794
H 17.313 7.740 14.235 0.1807
H 16.160 8.668 11.321 0.2462
H 15.857 7.299 12.551 0.3327
H 16.382 6.957 10.903 0.4597
H 18.249 6.601 12.243 0.3872
H 18.886 9.530 11.605 -0.0803
H 18.753 8.382 10.254 0.3686
H 22.360 8.450 11.433 0.3145
H 21.422 9.660 12.294 0.0622
H 21.329 9.457 10.394 0.3187
C 18.980 19.674 18.553 -1.4589
C 18.153 18.500 18.203 0.4178
C 16.760 18.895 17.568 -0.5084
O 17.093 19.149 16.192 -0.2015
C 16.072 19.215 15.216 -0.7094
N 18.828 17.620 17.185 1.7009
H 19.798 17.537 17.557 0.0856
H 18.503 16.614 17.118 -0.5593
H 18.794 18.045 16.174 0.1688
H 18.602 20.204 19.416 0.4527
H 18.901 20.476 17.831 0.3852
H 20.066 19.478 18.669 0.2590
H 18.035 17.789 19.053 0.3568
H 16.221 19.768 17.993 0.4500
H 16.255 17.939 17.540 0.1477
H 15.456 18.326 15.186 0.2621
H 16.628 19.350 14.325 0.1693
H 15.359 20.089 15.273 0.2721
C 11.689 12.502 13.117 -1.2411
C 12.870 11.642 13.015 1.0261
C 12.917 11.039 11.542 -0.9345
O 11.638 10.492 11.378 -0.3534
C 11.345 10.228 9.997 -0.7950
N 14.136 12.311 13.431 1.4200
H 13.926 13.303 13.693 0.3723
H 14.554 11.838 14.238 -0.2094
H 14.717 12.320 12.625 -0.0611
H 10.812 12.169 12.525 0.3653
H 11.998 13.478 12.705 0.3551
H 11.466 12.657 14.186 0.1170
H 12.841 10.712 13.678 -0.2190
H 13.676 10.313 11.337 0.5081
H 13.108 11.846 10.774 0.4396
H 10.264 10.059 9.968 0.2566
H 11.919 9.395 9.645 0.2993
H 11.575 11.109 9.414 0.3622
C 25.240 12.506 16.798 -1.2162
C 24.429 11.240 16.431 0.2056
C 24.395 10.189 17.575 -0.6877
O 24.190 10.934 18.707 -0.3318
C 23.330 10.434 19.803 -0.6339
N 22.999 11.582 16.196 0.6680
H 22.460 11.868 17.062 0.1042
H 22.991 12.444 15.652 -0.2173
H 22.517 10.840 15.638 0.0969
H 25.063 13.319 16.068 0.1131
H 26.300 12.234 16.628 0.4924
H 25.093 12.928 17.775 0.3404
H 24.794 10.809 15.454 0.4494
H 25.264 9.566 17.669 0.5478
H 23.538 9.607 17.241 0.3204
H 23.963 9.930 20.527 0.2899
H 22.623 9.742 19.364 0.2736
H 22.796 11.283 20.313 0.1842
B 21.265 14.275 18.492 -0.4805
F 20.503 13.201 18.837 -0.3593
F 20.386 15.316 18.063 0.4011
F 22.035 14.697 19.545 -0.3181
F 22.131 13.836 17.446 0.0936
B 22.123 13.434 12.290 -0.1057
F 22.637 13.232 11.126 -0.1743
F 20.792 14.035 12.207 -0.0275
F 22.069 12.162 13.030 -0.1812
F 22.728 14.352 13.144 -0.7341
B 20.204 18.129 13.813 -0.4754
F 20.722 19.343 13.483 -0.2312
F 20.783 17.611 14.993 -0.3196
F 18.773 18.276 14.230 -0.6661
F 20.381 17.091 12.832 -0.1850
B 17.046 12.716 11.561 -0.3904
F 16.010 12.017 11.019 -0.1484
F 17.312 12.203 12.773 -0.7449
F 18.133 12.778 10.726 -0.3334
F 16.617 14.021 11.703 -0.4585
B 20.492 9.050 16.007 -0.3033
F 20.013 7.884 15.580 -0.3022
F 19.541 10.094 15.990 -0.2061
F 20.979 8.993 17.274 -0.2265
F 21.489 9.490 15.020 -0.5943
N 11.914 13.911 16.290 -0.4468
S 12.981 14.947 15.875 1.0247
O 13.781 14.569 14.790 -0.7166
O 13.657 15.597 16.968 -0.5697
F 12.072 16.021 15.257 -0.3083
S 12.298 12.809 17.296 1.1790
O 13.634 12.326 17.451 -0.3260
O 11.372 11.658 17.208 -0.8384
F 12.070 13.678 18.709 -0.3479
N 15.954 8.273 15.674 -0.3334
S 15.836 9.840 15.816 1.3681
O 14.585 10.486 15.474 -0.6237
O 16.977 10.428 15.250 -0.6170
F 15.781 10.033 17.377 -0.2778
S 14.765 7.307 16.062 0.8325
O 14.646 6.373 15.018 -0.6248
O 13.584 7.938 16.697 -0.8022
F 15.267 6.509 17.297 -0.2496